{
  "formula": "C20H30FO15",
  "method": "ωB97M-V/def2-TZVPD",
  "de_lowest_kj_mol": 924.2,
  "largest_force_ev_per_a": 10.83,
  "lumo_ev": 2.18,
  "homo_lumo_gap_ev": 9.458,
  "total_charge": -1,
  "energy_ha": -2008.4156,
  "molar_mass_g_mol": 529.44,
  "elements": ["F", "C", "C", "C", "O", "C", "O", "O", "H", "H", "H", "H", "H", "H", "C", "C", "C", "O", "C", "O", "O", "H", "H", "H", "H", "H", "H", "C", "C", "C", "O", "C", "O", "O", "H", "H", "H", "H", "H", "H", "C", "C", "C", "O", "C", "O", "O", "H", "H", "H", "H", "H", "H", "C", "C", "C", "O", "C", "O", "O", "H", "H", "H", "H", "H", "H"],
  "positions_angstrom": [[-0.05, -0.23, 0.41], [-2.15, -3.10, 1.08], [-1.61, -3.49, -0.31], [-0.13, -3.61, -0.31], [0.07, -5.02, -0.31], [-0.98, -5.61, -0.53], [-1.10, -6.83, -0.55], [-2.10, -4.78, -0.46], [-1.62, -2.15, 1.28], [-1.88, -3.97, 1.82], [-3.17, -3.05, 1.15], [-2.03, -2.70, -1.02], [0.47, -3.18, 0.48], [0.35, -3.04, -1.07], [0.09, 3.76, 0.46], [0.06, 3.06, 1.88], [1.39, 2.28, 2.29], [1.67, 3.02, 3.54], [0.67, 3.77, 3.86], [0.57, 4.43, 4.93], [-0.22, 3.84, 3.08], [0.49, 4.80, 0.34], [-0.98, 3.56, -0.10], [0.80, 3.16, -0.25], [-0.69, 2.21, 1.83], [2.17, 2.49, 1.46], [1.34, 1.28, 2.29], [-0.19, 0.49, -4.09], [0.31, 1.57, -3.11], [1.54, 1.07, -2.36], [2.50, 2.05, -2.47], [2.07, 2.99, -3.34], [2.82, 3.94, -3.64], [0.84, 2.77, -3.73], [-0.07, -0.43, -3.64], [0.41, 0.60, -5.06], [-1.08, 0.50, -4.32], [-0.43, 1.74, -2.24], [1.72, 0.01, -2.55], [1.17, 1.18, -1.26], [-3.65, 0.21, -1.04], [-4.14, 0.81, 0.28], [-3.10, 0.99, 1.32], [-3.02, 2.38, 1.52], [-3.81, 3.08, 0.65], [-3.83, 4.25, 0.60], [-4.51, 2.23, 0.03], [-2.72, 0.75, -1.49], [-4.43, 0.19, -1.99], [-3.13, -0.66, -0.68], [-5.20, 0.27, 0.64], [-2.16, 0.62, 1.12], [-3.58, 0.77, 2.19], [3.97, -0.97, 2.15], [2.96, -1.73, 1.30], [2.97, -1.53, -0.26], [3.19, -2.83, -0.69], [3.42, -3.71, 0.28], [3.80, -4.85, 0.01], [3.50, -3.09, 1.39], [3.91, -1.06, 3.14], [3.89, -0.04, 2.13], [4.98, -1.21, 1.67], [1.79, -1.89, 1.59], [3.79, -0.93, -0.64], [2.07, -1.43, -0.64]],
  "nbo_charge": [-0.973, -0.627, 0.052, -0.103, -0.437, 0.965, -0.618, -0.496, 0.248, 0.202, 0.205, 0.191, 0.208, 0.205, -0.654, 0.054, -0.086, -0.483, 0.966, -0.680, -0.432, 0.238, 0.231, 0.214, 0.230, 0.179, 0.215, -0.590, 0.065, -0.124, -0.483, 0.968, -0.613, -0.477, 0.215, 0.211, 0.193, 0.210, 0.191, 0.229, -0.650, 0.089, -0.147, -0.513, 0.974, -0.594, -0.502, 0.227, 0.233, 0.234, 0.198, 0.255, 0.192, -0.600, 0.067, -0.093, -0.502, 0.964, -0.622, -0.493, 0.225, 0.206, 0.211, 0.233, 0.183, 0.217]
}